DFT (ωB97M-V with the def2-TZVPD basis set) results for 16 unconnected molecules or ions with the total composition C44H118N2O16 in a non-equilibrium geometry.

Each atom is followed by the atoms it is bonded to, with distances in Å.
Atoms and positions in Å:
1 C -6.0120 1.3482 -3.7366  C2 1.513, H4 1.090, H5 1.090, H6 1.090
2 C -5.7238 1.6441 -2.2813  C1 1.513, O3 1.362, H7 1.090, H8 1.090
3 O -6.8860 1.5135 -1.5825  C2 1.362, H9 0.960
4 H -6.5191 2.2887 -3.9522  C1 1.090
5 H -6.5811 0.4446 -3.9550  C1 1.090
6 H -5.0530 1.2528 -4.2458  C1 1.090
7 H -5.5753 2.7054 -2.0819  C2 1.090
8 H -4.9850 0.9413 -1.8961  C2 1.090
9 H -6.7064 1.9466 -0.7447  O3 0.960
10 C 3.5839 4.3428 2.6880  C11 1.526, H13 1.090, H14 1.090, H15 1.090
11 C 2.9151 4.5517 4.0441  C10 1.526, O12 1.425, H16 1.090, H17 1.090
12 O 2.3194 5.8446 3.9751  C11 1.425, H18 0.960
13 H 4.0965 3.3808 2.6897  C10 1.090
14 H 4.3138 5.1342 2.5177  C10 1.090
15 H 2.7941 4.2256 1.9461  C10 1.090
16 H 3.5651 4.5631 4.9190  C11 1.090
17 H 2.1306 3.8188 4.2321  C11 1.090
18 H 2.7295 6.5200 4.5203  O12 0.960
19 C 6.2453 1.8570 0.8902  C20 1.478, H22 1.090, H23 1.090, H24 1.090
20 C 5.0244 1.1674 0.4225  C19 1.478, O21 1.373, H25 1.090, H26 1.090
21 O 4.3770 1.0136 1.6233  C20 1.373, H27 0.960
22 H 6.8990 1.2107 1.4760  C19 1.090
23 H 6.0705 2.8168 1.3764  C19 1.090
24 H 6.8328 2.0402 -0.0094  C19 1.090
25 H 5.2785 0.2810 -0.1588  C20 1.090
26 H 4.3843 1.7272 -0.2593  C20 1.090
27 H 3.4800 0.7107 1.4645  O21 0.960
28 C -2.7960 -3.5676 2.6382  C29 1.568, H31 1.090, H32 1.090, H33 1.090
29 C -1.8461 -3.9503 3.8260  C28 1.568, O30 1.424, H34 1.090, H35 1.090
30 O -0.8831 -2.9014 3.8480  C29 1.424, H36 0.960
31 H -3.7565 -4.0641 2.7760  C28 1.090
32 H -2.3001 -3.8406 1.7067  C28 1.090
33 H -2.9712 -2.4922 2.6052  C28 1.090
34 H -1.2589 -4.8566 3.6778  C29 1.090
35 H -2.2548 -3.9094 4.8356  C29 1.090
36 H -0.0179 -3.1695 4.1662  O30 0.960
37 C -5.4851 3.3325 4.5777  C38 1.569, H40 1.090, H41 1.090, H42 1.090
38 C -4.5891 2.2817 3.8328  C37 1.569, O39 1.382, H43 1.090, H44 1.090
39 O -5.3817 1.3644 3.1701  C38 1.382, H45 0.960
40 H -6.0681 2.9648 5.4221  C37 1.090
41 H -6.1459 3.7145 3.7995  C37 1.090
42 H -4.9611 4.2368 4.8869  C37 1.090
43 H -3.9414 1.7111 4.4983  C38 1.090
44 H -3.9317 2.6816 3.0607  C38 1.090
45 H -5.5384 1.7195 2.2921  O39 0.960
46 C 1.1092 -6.3471 -3.6589  C47 1.623, H49 1.090, H50 1.090, H51 1.090
47 C 1.4860 -5.2508 -2.5232  C46 1.623, O48 1.409, H52 1.090, H53 1.090
48 O 0.6730 -5.3365 -1.3758  C47 1.409, H54 0.960
49 H 0.1549 -5.9691 -4.0258  C46 1.090
50 H 0.9593 -7.2885 -3.1304  C46 1.090
51 H 1.7479 -6.3270 -4.5419  C46 1.090
52 H 1.8265 -4.2637 -2.8357  C47 1.090
53 H 2.4623 -5.5882 -2.1753  C47 1.090
54 H 1.1024 -4.9300 -0.6196  O48 0.960
55 C -2.5336 8.3807 1.1311  C56 1.535, H58 1.090, H59 1.090, H60 1.090
56 C -2.0520 7.2416 0.2224  C55 1.535, O57 1.371, H61 1.090, H62 1.090
57 O -1.5387 6.2680 1.0393  C56 1.371, H63 0.960
58 H -3.1178 9.1530 0.6307  C55 1.090
59 H -1.7101 9.0226 1.4441  C55 1.090
60 H -3.0344 8.1749 2.0771  C55 1.090
61 H -1.4121 7.5664 -0.5981  C56 1.090
62 H -2.9048 6.8218 -0.3111  C56 1.090
63 H -0.5830 6.3558 1.0201  O57 0.960
64 C -1.1795 1.3236 -4.9408  C65 1.549, H67 1.090, H68 1.090, H69 1.090
65 C -1.1006 0.9423 -6.4396  C64 1.549, O66 1.438, H70 1.090, H71 1.090
66 O -2.0909 1.7054 -7.1498  C65 1.438, H72 0.960
67 H -2.0843 0.9135 -4.4922  C64 1.090
68 H -1.0629 2.3989 -4.8058  C64 1.090
69 H -0.4446 0.7025 -4.4285  C64 1.090
70 H -1.3203 -0.1250 -6.4130  C65 1.090
71 H -0.0978 1.0657 -6.8485  C65 1.090
72 H -2.1117 2.5948 -6.7891  O66 0.960
73 C 4.4534 -5.1505 0.2656  C74 1.473, H76 1.090, H77 1.090, H78 1.090
74 C 3.6362 -4.6772 1.3965  C73 1.473, O75 1.414, H79 1.090, H80 1.090
75 O 2.3143 -4.3878 0.9877  C74 1.414, H81 0.960
76 H 4.0650 -6.0653 -0.1821  C73 1.090
77 H 5.3932 -5.4176 0.7488  C73 1.090
78 H 4.6413 -4.3316 -0.4287  C73 1.090
79 H 4.0131 -3.7482 1.8245  C74 1.090
80 H 3.7328 -5.4024 2.2045  C74 1.090
81 H 1.9260 -3.9173 1.7290  O75 0.960
82 C 1.4825 0.5543 5.3537  C83 1.589, H85 1.090, H86 1.090, H87 1.090
83 C 1.7596 -0.9989 5.5406  C82 1.589, O84 1.381, H88 1.090, H89 1.090
84 O 2.6562 -1.4996 4.6175  C83 1.381, H90 0.960
85 H 1.1580 0.8966 4.3710  C82 1.090
86 H 2.3633 1.1034 5.6865  C82 1.090
87 H 0.6111 0.8031 5.9594  C82 1.090
88 H 0.9087 -1.6576 5.3671  C83 1.090
89 H 2.1548 -1.2045 6.5354  C83 1.090
90 H 3.5408 -1.1280 4.6488  O84 0.960
91 C -1.2676 3.8403 5.0979  C92 1.592, H94 1.090, H95 1.090, H96 1.090
92 C -1.1657 4.8938 3.9088  C91 1.592, O93 1.409, H97 1.090, H98 1.090
93 O -2.1730 5.8743 3.9990  C92 1.409, H99 0.960
94 H -0.7029 2.9329 4.8841  C91 1.090
95 H -2.2847 3.4552 5.1714  C91 1.090
96 H -0.8527 4.3163 5.9864  C91 1.090
97 H -1.1829 4.3865 2.9442  C92 1.090
98 H -0.1353 5.2400 3.8285  C92 1.090
99 H -1.9818 6.5175 3.3125  O93 0.960
100 C -6.7526 -1.4167 1.0395  C101 1.521, H103 1.090, H104 1.090, H105 1.090
101 C -5.2757 -1.3776 1.4006  C100 1.521, O102 1.436, H106 1.090, H107 1.090
102 O -5.0484 -1.2212 2.8094  C101 1.436, H108 0.960
103 H -7.0053 -2.4732 0.9495  C100 1.090
104 H -6.7095 -0.9865 0.0389  C100 1.090
105 H -7.4280 -0.9064 1.7262  C100 1.090
106 H -4.8390 -0.5358 0.8632  C101 1.090
107 H -4.7119 -2.2196 0.9992  C101 1.090
108 H -5.2416 -0.2867 2.9141  O102 0.960
109 C -4.1513 -4.0394 -0.9925  C110 1.532, H112 1.090, H113 1.090, H114 1.090
110 C -2.7853 -4.7190 -1.1267  C109 1.532, O111 1.368, H115 1.090, H116 1.090
111 O -2.2017 -4.5524 -2.3525  C110 1.368, H117 0.960
112 H -4.8507 -4.4513 -1.7200  C109 1.090
113 H -4.0507 -2.9676 -1.1635  C109 1.090
114 H -4.4739 -4.1263 0.0450  C109 1.090
115 H -2.7071 -5.6636 -0.5885  C110 1.090
116 H -2.1864 -4.0610 -0.4969  C110 1.090
117 H -1.2852 -4.8285 -2.4260  O111 0.960
118 C -0.7145 -1.9191 0.4691  C119 1.514, H129 1.090, H130 1.090, H131 1.090
119 C 0.0369 -0.8570 -0.3049  C118 1.514, C120 1.500, N124 1.453, C128 1.555
120 C -0.8581 -0.5726 -1.4742  C119 1.500, C121 1.523, H132 1.090, H133 1.090
121 C -2.1108 0.2068 -1.0980  C120 1.523, C122 1.598, H134 1.090, H135 1.090
122 C -1.7965 1.5773 -0.3393  C121 1.598, C123 1.564, H136 1.090, H137 1.090
123 C -0.8273 1.2810 0.8522  C122 1.564, N124 1.518, C126 1.563, C127 1.520
124 N 0.3109 0.3887 0.3910  C119 1.453, C123 1.518, O125 1.382
125 O 1.4011 0.2979 1.2357  N124 1.382, H147 0.960
126 C -0.1428 2.6531 1.1526  C123 1.563, H138 1.090, H139 1.090, H140 1.090
127 C -1.5112 0.7731 2.1108  C123 1.520, H141 1.090, H142 1.090, H143 1.090
128 C 1.3643 -1.3177 -0.9707  C119 1.555, H144 1.090, H145 1.090, H146 1.090
129 H -1.7920 -1.7667 0.5326  C118 1.090
130 H -0.3076 -1.9885 1.4779  C118 1.090
131 H -0.5141 -2.9028 0.0446  C118 1.090
132 H -0.2999 0.0528 -2.1709  C120 1.090
133 H -1.2117 -1.5482 -1.8076  C120 1.090
134 H -2.7468 -0.3937 -0.4478  C121 1.090
135 H -2.7492 0.4038 -1.9592  C121 1.090
136 H -2.6390 2.1127 0.0985  C122 1.090
137 H -1.1200 2.1280 -0.9929  C122 1.090
138 H -0.7268 3.5729 1.1839  C126 1.090
139 H 0.3433 2.8711 2.1035  C126 1.090
140 H 0.5618 2.8805 0.3526  C126 1.090
141 H -2.2013 1.4852 2.5633  C127 1.090
142 H -2.1791 -0.0672 1.9214  C127 1.090
143 H -0.7741 0.5712 2.8881  C127 1.090
144 H 2.0726 -1.8530 -0.3384  C128 1.090
145 H 1.8720 -0.4732 -1.4368  C128 1.090
146 H 1.2204 -2.1361 -1.6761  C128 1.090
147 H 1.1656 -0.3884 1.8643  O125 0.960
148 C 1.6490 -1.8469 -5.3538  C149 1.556, H159 1.090, H160 1.090, H161 1.090
149 C 3.0641 -1.2477 -5.1108  C148 1.556, C150 1.578, N154 1.510, C158 1.556
150 C 2.8320 0.0658 -4.2668  C149 1.578, C151 1.590, H162 1.090, H163 1.090
151 C 4.0881 0.7383 -3.5610  C150 1.590, C152 1.540, H164 1.090, H165 1.090
152 C 4.7703 -0.3479 -2.7095  C151 1.540, C153 1.563, H166 1.090, H167 1.090
153 C 5.0894 -1.7119 -3.4032  C152 1.563, N154 1.487, C156 1.547, C157 1.497
154 N 3.9266 -2.1228 -4.2338  C149 1.510, C153 1.487, O155 1.382
155 O 4.0565 -3.3835 -4.7850  N154 1.382, H177 0.960
156 C 6.4954 -1.5629 -4.0308  C153 1.547, H168 1.090, H169 1.090, H170 1.090
157 C 5.2348 -2.7068 -2.2947  C153 1.497, H171 1.090, H172 1.090, H173 1.090
158 C 3.7258 -1.0044 -6.4977  C149 1.556, H174 1.090, H175 1.090, H176 1.090
159 H 1.3796 -2.2987 -4.3992  C148 1.090
160 H 1.8120 -2.7273 -5.9754  C148 1.090
161 H 0.8277 -1.2264 -5.7124  C148 1.090
162 H 2.5015 0.8575 -4.9392  C150 1.090
163 H 2.0181 0.0353 -3.5425  C150 1.090
164 H 3.7831 1.5455 -2.8951  C151 1.090
165 H 4.6705 1.2961 -4.2944  C151 1.090
166 H 4.1664 -0.4753 -1.8111  C152 1.090
167 H 5.7183 0.1461 -2.4963  C152 1.090
168 H 7.3016 -1.0796 -3.4791  C156 1.090
169 H 6.8890 -2.5092 -4.4019  C156 1.090
170 H 6.4991 -1.1093 -5.0220  C156 1.090
171 H 6.1171 -2.4464 -1.7100  C157 1.090
172 H 4.2804 -2.6496 -1.7713  C157 1.090
173 H 5.4115 -3.7007 -2.7058  C157 1.090
174 H 2.9215 -0.6517 -7.1433  C158 1.090
175 H 4.1866 -1.7964 -7.0880  C158 1.090
176 H 4.4239 -0.2112 -6.2300  C158 1.090
177 H 4.6120 -3.2569 -5.5576  O155 0.960
178 O -1.6798 -0.3558 5.1469  H179 0.957, H180 0.957
179 H -2.0522 -0.2795 4.2684  O178 0.957
180 H -1.2184 -1.1944 5.1400  O178 0.957

For the LUMO energy (spin up / spin down), the calculation gives 1.70 / 1.69 eV. The calculation puts the largest force on an atom at 3.590 eV/Å. As for the total charge: -1. Its gap between HOMO and LUMO (spin up / spin down) is 1.42 / 8.13 eV. As for the spin multiplicity: 2.